(1)
Computed, not measured: 11 unconnected molecules or ions with the total composition C42H115N9O14, with ωB97M-V/def2-TZVPD.

Positions of all 180 atoms, in Å:
H 4.416 -5.118 -21.066
H 14.030 1.136 -6.772
H 9.933 -2.602 -21.809
C 0.806 7.368 -6.246
H 8.343 -2.970 -7.928
H 1.118 -8.344 -19.382
H 6.949 5.538 -16.402
C 10.997 -9.431 -11.116
N 10.921 -2.714 -21.630
H 2.395 -7.407 -17.754
C 11.247 3.838 -8.880
C 6.176 -11.830 -17.924
H 12.906 2.408 -9.877
C 5.515 -2.550 -6.233
H 6.949 -5.206 -16.781
O 2.101 -4.702 -18.030
H 6.939 -4.975 -8.020
N -0.034 6.426 -6.942
H 7.824 -0.197 -13.733
H 7.742 -1.917 -15.606
H 1.610 -5.602 -16.256
H 13.827 -1.001 -8.875
O 10.812 -0.545 -18.653
C 3.424 -7.433 -12.652
H 4.552 -11.612 -22.111
C 9.969 0.476 -18.149
C 4.827 4.303 -17.900
H 1.879 -8.359 -13.172
H 1.387 6.585 -4.372
H 5.036 -3.453 -5.854
H 10.214 0.736 -17.119
C 12.813 -1.965 -20.226
H 5.716 -9.899 -17.784
H 8.932 0.139 -18.135
H 11.911 0.378 -8.667
H 2.605 6.240 -6.254
C 7.165 0.037 -11.741
H 8.061 -3.946 -16.495
H 14.864 0.185 -8.532
H 12.336 -6.782 -9.744
H 4.224 -11.187 -17.330
H 6.280 -5.267 -23.180
H 1.478 -8.545 -16.374
H 10.677 -0.164 -20.516
H 6.843 6.267 -17.970
H 0.507 8.394 -6.462
H 6.011 -2.128 -5.359
H 13.073 -1.685 -19.205
C 0.575 -7.532 -18.900
O 5.582 -5.603 -22.613
C 2.634 3.153 -18.044
H 0.263 5.502 -6.662
C 0.486 7.025 -4.798
H 3.049 -6.463 -12.977
C 2.262 7.188 -6.669
O 5.544 -2.788 -22.940
C 13.038 2.217 -8.812
H 5.640 1.800 -11.472
H 0.493 6.558 -7.794
H 13.167 -1.043 -20.688
H 6.900 -12.406 -17.347
C 3.813 7.321 -8.404
H 8.197 -2.214 -6.225
H 4.131 -2.961 -21.459
H 5.684 -1.130 -12.914
C 8.032 -4.398 -6.558
H 4.036 7.736 -9.387
H 10.852 -7.397 -9.341
H 2.585 3.388 -19.107
H 4.540 4.808 -18.822
H 4.556 -12.863 -16.985
H 5.241 -13.089 -21.732
H 2.356 4.051 -17.493
H 4.584 2.272 -18.532
H 3.918 -7.854 -13.527
H 12.588 -5.408 -12.443
C 7.134 -1.905 -14.701
C 6.687 -1.204 -12.493
H 12.261 0.930 -6.285
H 5.181 -2.017 -23.383
H 10.406 3.156 -9.008
H 11.005 -5.806 -13.283
H 3.652 -3.782 -22.927
H 5.397 2.345 -16.491
C 1.369 -7.045 -17.680
C 4.127 2.958 -17.818
H 7.991 -5.017 -15.193
H 8.145 5.245 -17.357
H 4.080 6.274 -8.549
N 10.649 -5.056 -10.847
H 10.810 -9.147 -12.152
O 4.174 -6.656 -10.672
C 5.219 -4.706 -21.676
H 5.507 -7.304 -12.163
H 11.012 -3.013 -19.654
H 4.528 4.869 -17.018
H 13.346 -0.410 -6.593
C 7.838 -2.931 -6.963
C 1.322 -5.594 -17.307
C 6.320 -3.224 -14.404
C 5.859 1.725 -12.537
H 11.537 4.268 -9.839
H -0.239 6.229 -4.625
C 11.299 -2.210 -20.333
N 13.990 -0.011 -8.998
H 4.110 3.118 -15.953
H 12.153 -7.026 -13.101
H 8.476 -5.173 -8.373
H 9.856 -6.763 -11.502
H 2.173 -3.056 -16.801
C 5.324 -12.035 -21.467
H 0.234 7.881 -4.172
C 1.778 -3.312 -17.784
H 7.288 -4.634 -5.797
O 2.464 7.442 -8.038
H 11.453 -4.448 -10.910
C 5.004 -11.870 -16.994
H 5.316 -3.181 -13.981
C 7.358 -4.597 -15.974
C 13.090 0.601 -6.911
H 4.945 1.287 -12.937
C 12.912 0.750 -8.450
H 4.475 7.871 -7.735
H 6.954 -12.546 -19.724
N 0.741 -7.909 -16.642
H 6.330 -11.717 -21.739
H 6.594 0.078 -10.814
O 7.113 1.127 -12.562
O 12.220 3.102 -8.119
C 10.414 -1.016 -19.888
O 2.267 -8.189 -12.310
H 0.040 -8.464 -17.112
N 7.806 -5.318 -7.632
C 11.502 -7.303 -10.212
H 2.218 -2.600 -18.483
O 6.190 -3.957 -15.536
H 14.050 2.618 -8.755
H 0.306 -5.207 -17.392
H 10.116 -9.389 -10.475
H 4.511 -8.487 -11.127
C 5.960 -12.506 -19.279
N 7.686 -1.185 -13.577
H 3.229 -6.772 -10.552
H -0.446 -7.909 -18.842
H 5.370 -11.650 -15.991
H 9.850 1.395 -18.724
H 6.002 -4.454 -20.961
H 0.689 -3.292 -17.816
H 4.732 -1.892 -6.608
H 10.973 4.732 -8.319
H 9.874 -4.601 -11.307
H 10.240 -4.435 -6.579
N 6.497 -10.438 -18.130
H 13.364 -2.788 -20.680
H 0.611 -6.897 -19.786
O 6.305 4.174 -17.980
C 7.063 5.326 -17.465
O 6.471 -2.642 -7.344
H 2.142 2.184 -17.960
C 11.788 -6.131 -12.598
H 6.873 -3.753 -13.628
H 8.193 -0.083 -11.398
C 4.563 -7.546 -11.675
H 5.842 2.709 -13.006
C 10.863 -6.369 -11.370
H 9.490 -5.669 -5.718
H 6.496 -10.265 -19.125
N 4.388 2.336 -16.528
H 6.325 -1.276 -15.073
O 11.978 -8.563 -10.773
H 6.870 -2.082 -11.874
H 11.311 -10.471 -11.031
C 4.515 -3.506 -22.321
C 9.392 -4.601 -5.915
H 9.380 -4.087 -4.954
H 2.868 7.938 -6.161
H 5.657 -13.521 -19.020
H 9.336 -1.105 -20.021
H 11.378 -2.230 -22.389
O 4.973 -11.901 -20.107

- frontier orbital gap (eV) = 8.7069
- highest occupied orbital energy (eV) = -8.4
- E (a.u.) = -3214.808162
- SMILES string = COC[C@H](C)N.COC[C@H](C)N.COC[C@H](C)N.COC[C@H](C)N.COC[C@H](C)N.COC[C@H](C)N.COC[C@H](C)N.COC[C@H](C)N.COCCNCCOC.OCCO.OCCO
- LUMO energy (eV) = 0.27

(2)
Computed, not measured: 13 unconnected molecules or ions with the total composition C42H118N8O13, with ωB97M-V/def2-TZVPD.

Positions of all 181 atoms, in Å:
H 4.131 3.083 3.655
C -4.321 3.382 -1.805
N -5.432 2.689 -1.272
H 0.416 2.200 -5.886
H -1.390 0.475 -1.176
H -2.490 1.440 4.832
C -0.164 1.893 -0.475
H -3.118 1.627 -1.716
C 0.458 -0.576 -0.476
N 9.201 -2.890 -1.418
O 2.259 3.365 4.629
H -3.537 6.777 -4.662
C 4.315 2.494 5.737
H -3.690 -2.893 -3.208
H 5.497 -3.460 1.734
H 9.118 -4.016 0.916
C -3.503 2.290 -2.490
H 3.472 -3.638 0.708
H -4.785 -1.753 1.906
H 0.276 -5.255 -1.097
H -1.554 2.165 3.539
H 0.121 -1.494 5.203
H -2.000 5.859 -3.170
C 3.769 -2.811 -5.960
C 3.471 -3.015 1.603
C 3.662 2.696 7.080
H 1.729 3.378 2.639
C -6.908 0.995 1.392
H 5.118 -1.987 0.919
H 4.035 1.468 5.496
C -1.368 -3.590 4.361
H 7.569 -3.333 0.952
C 1.609 0.751 -4.744
C 4.865 -2.575 1.801
H -5.619 5.000 -2.336
H -5.778 3.221 -0.486
O -1.186 6.361 -3.086
H -2.081 -1.523 -4.544
H -2.233 -4.122 3.966
H 4.323 -1.144 -4.624
H 0.734 0.716 -6.731
H 1.512 0.854 4.705
C 2.166 -1.495 -1.899
C 4.747 -2.071 -5.011
H 8.719 -4.781 -1.470
H 0.767 0.120 -3.249
H -1.218 -1.736 1.658
C 8.147 -4.094 0.428
H 1.043 -0.552 0.444
H 5.191 -4.884 -3.579
H 2.588 2.510 7.047
H -4.130 1.725 -3.180
H 0.398 -3.700 -0.340
H 2.037 -3.599 -5.857
H -9.310 0.124 0.512
O 0.113 -0.250 3.521
H 4.987 -2.061 2.754
C 1.645 3.976 3.546
H -1.189 6.370 3.742
H -2.632 2.674 -3.021
H -4.992 6.797 -3.792
C 3.739 3.395 4.623
H -3.787 3.935 -1.032
H 0.933 3.998 -4.088
H 1.751 -4.685 -0.414
C 0.204 -5.381 1.084
H 7.039 -3.509 -2.912
C -1.127 -2.258 3.678
H 4.106 4.422 4.626
H -5.139 1.813 -0.863
C -2.850 -2.462 -2.662
C -0.668 0.506 -0.360
H 10.062 -3.313 -1.103
H -4.204 1.155 1.052
H -2.601 0.747 3.281
H -0.480 -4.222 4.328
H 4.117 2.011 7.794
N -4.556 0.405 0.475
H -4.599 2.359 3.784
H -0.107 -1.504 -0.571
H 0.403 6.510 -4.323
H -4.327 4.670 3.597
H 5.078 -2.643 -4.145
H 4.141 -4.239 -2.367
H -0.885 0.395 1.672
H -5.343 3.872 -3.649
C 1.336 0.513 3.684
O 2.649 -3.170 -5.254
H 2.122 -0.183 -4.975
C -0.327 5.758 -4.024
C -4.279 6.102 -4.234
H -4.936 -0.254 2.947
N -3.676 2.747 1.931
N -1.195 -2.564 2.236
C 0.243 4.458 -3.382
H 1.049 -2.071 3.810
H 2.763 -2.186 1.599
H 9.465 -2.857 -2.393
C -5.397 -0.900 2.200
H 2.098 4.958 3.412
H 7.830 -5.116 0.639
H -4.500 3.327 1.857
H 2.253 -4.213 2.543
H 5.680 -1.815 -5.514
C 0.680 -4.747 -0.222
H -1.982 -1.630 3.928
H -2.198 -4.459 -1.987
H 2.248 1.329 -4.076
C 6.852 -3.715 -1.858
H -9.784 -0.498 2.197
H -6.311 -1.326 2.615
H -3.600 4.103 5.051
H -0.541 3.781 -3.043
H 0.082 -3.929 2.311
N -1.448 0.424 0.834
H -2.145 5.951 5.268
H 0.628 4.132 3.906
H 3.861 3.682 7.499
H 2.060 1.995 -6.459
H 0.237 -5.127 -3.567
H -1.012 2.575 -0.414
H 0.884 4.714 -2.539
H 0.472 2.190 0.360
H 0.190 -3.397 -3.987
C -3.645 2.680 3.368
H -2.868 6.775 3.816
C -2.517 1.714 3.777
H -4.655 5.551 -5.096
H 2.223 0.058 3.243
H -0.126 -4.655 -5.280
O -8.087 0.611 2.164
H -2.155 1.143 0.899
C -2.135 6.057 4.183
O -2.258 4.788 3.596
H -6.325 -0.592 0.131
H -3.889 -0.311 0.724
O 0.431 0.581 -4.021
C -2.283 -1.299 -3.497
H 0.387 2.010 -1.408
C 8.206 -3.877 -1.141
H 6.309 -2.862 -1.451
O 6.154 -4.912 -1.730
H -8.585 -1.250 1.235
C -0.207 -4.382 -4.228
C -1.822 -3.634 -2.593
C -8.997 -0.270 1.478
H -3.023 3.484 1.709
H -6.405 1.722 2.030
H 0.578 -6.405 1.075
H -2.105 -2.956 2.043
O -3.791 5.188 -3.291
H -2.979 -0.460 -3.498
C -4.864 4.372 -2.808
H 2.971 -1.314 -2.610
H -4.006 -1.274 -1.532
C -3.474 4.101 3.968
H 4.478 -5.934 -2.304
H -2.493 -1.484 -0.896
H 6.086 2.627 4.837
C -5.856 -0.125 0.997
C 0.162 -1.515 4.114
H 2.699 -1.966 -1.073
H 6.218 1.850 6.206
H -1.630 -3.363 5.394
O 0.663 -4.689 2.233
O 3.125 -3.856 2.727
C 4.935 -4.969 -2.523
H 3.492 -2.080 -6.719
H 1.520 -2.240 -2.363
H -0.884 5.451 -4.910
H -0.869 -5.574 1.105
H -0.953 -3.129 -2.171
N 5.774 2.660 5.797
H 4.225 -3.699 -6.396
N -3.268 -1.941 -1.354
H 1.196 1.367 3.022
H -1.321 -0.934 -3.138
O -1.543 -4.215 -3.829
O 1.383 -0.363 -1.500
H -7.218 1.544 0.503
C 1.192 1.459 -6.078

- <S²> = 0.76
- frontier orbital gap (spin up / spin down) (eV) = 8.2089 / 2.4836
- highest occupied orbital energy (spin up / spin down) (eV) = -10.4 / -10.4
- 2S+1 = 2
- total charge = +1
- E (a.u.) = -3086.568511
- LUMO energy (spin up / spin down) (eV) = -2.14 / -7.87

(3)
Computed, not measured: a molecular structure, C42H19BiF20GeN3O5S4, with ωB97M-V/def2-TZVPD.

Positions of all 95 atoms, in Å:
C -2.370 -3.320 0.697
F -2.344 4.289 2.099
C 2.183 5.161 2.285
H -1.056 -2.059 -5.119
H 0.807 0.858 5.214
F -1.542 7.468 -1.313
H -4.560 1.505 3.941
C 0.808 -0.504 3.513
C -2.756 1.279 2.902
F -4.897 5.065 2.204
F 1.576 5.159 -2.457
C 0.855 5.907 4.550
S -3.351 1.628 -3.746
F 2.881 5.886 5.742
H 0.937 -3.769 -0.238
C 2.232 1.412 3.636
H 2.424 -1.973 3.619
H -2.359 -0.085 -5.181
H 1.769 2.388 3.751
C -1.814 5.850 0.412
C 0.810 5.343 2.191
H 2.314 -2.894 -0.889
F 4.217 5.160 3.495
N -2.171 1.135 1.928
C 2.709 8.480 -1.764
C -4.051 5.654 1.349
C 2.089 8.731 -0.558
C -2.313 6.850 -0.406
C -1.844 -4.943 2.422
C 1.908 0.865 2.245
C 1.301 7.750 0.012
C -3.492 1.465 4.150
H -4.376 2.201 -0.816
H 2.214 -0.210 5.156
C 1.464 -3.526 -1.161
F -4.075 8.239 -1.160
C 2.671 -0.448 2.017
C -4.504 6.664 0.524
F -1.683 -5.237 3.716
S 0.090 3.119 -0.405
C -0.630 -2.148 -4.132
C 1.108 6.508 -0.568
Ge 0.042 5.069 0.343
O 3.758 -1.626 0.282
C -1.742 -0.185 -3.072
C -2.826 1.510 -2.104
C -3.633 7.266 -0.358
C 2.813 -0.892 0.557
H 1.839 -4.441 -1.617
C 2.897 5.352 3.452
N -0.163 -1.748 -1.912
N -1.989 0.530 -1.914
O 1.911 -0.502 -0.285
F 2.244 9.921 0.033
S -2.757 -1.680 0.207
F -2.284 -4.082 -1.545
Bi -0.405 -0.395 0.129
O 0.537 0.426 2.445
H -2.724 2.378 -0.178
H -3.188 2.397 4.625
H -3.292 0.633 4.822
F -2.361 -2.755 2.993
C -3.341 2.449 -1.067
F 2.888 4.782 1.210
F -1.280 -7.152 1.835
F 3.473 9.415 -2.330
H -0.117 -0.968 3.847
C 2.524 7.265 -2.390
F -5.777 7.055 0.582
C -1.631 -5.918 1.469
H 3.303 1.504 3.814
C 1.821 -1.462 2.875
C 0.578 -2.810 -2.118
C 1.524 0.376 4.549
F 0.676 8.078 1.156
O 1.397 -3.726 2.281
C 0.178 5.729 3.356
F -1.578 -6.546 -0.796
F -1.141 5.991 3.386
F 3.109 7.036 -3.568
C -2.210 -3.673 2.031
C 1.729 6.304 -1.791
H 1.951 1.579 1.426
C -2.730 5.268 1.272
C -2.393 0.282 -4.166
C 2.221 5.718 4.597
H -3.307 3.477 -1.434
C -2.158 -4.328 -0.234
O 0.172 -2.198 1.248
C -0.855 -1.358 -3.055
C -1.788 -5.607 0.135
S 0.452 -3.398 -3.725
H 3.682 -0.382 2.411
F 0.201 6.276 5.657
C 1.117 -2.556 2.084

- frontier orbital gap (eV) = 7.5411
- highest occupied orbital energy (eV) = -5.7
- energy relative to the best compared isomer or geometry (same formula, charge and spin) (kJ/mol) = 21.38
- total charge = -1
- E (a.u.) = -8034.116595
- LUMO energy (eV) = 1.85

> What is the E in the third record?

-8034.116595 a.u.

> The lowest E belongs to which entry?

C42H19BiF20GeN3O5S4

> Among the records above, which one has the lowest E?

C42H19BiF20GeN3O5S4